#P
Density functional theory data (wB97M-V/def2-TZVPD) for a molecular structure, C3H6BrCl3Si.

Properties
HOMO ... -9.32 eV
Orbital gap ... 9.6 eV

Geometry (Å):
Br: 1.126 0.171 2.009
Cl: 1.151 -3.500 1.400
Cl: -1.103 -3.404 -0.995
Cl: 1.835 -1.952 -1.389
Si: 0.398 -2.438 -0.110
C: -0.518 2.145 -0.002
C: -0.058 0.862 -0.567
C: -0.140 -0.205 0.510
H: -0.973 1.930 1.016
H: -0.650 0.302 -1.402
H: 0.392 2.813 0.114
H: -1.212 -0.240 0.945
H: -1.292 2.769 -0.663
H: 1.044 0.747 -0.867


#Q
Density functional theory data (wB97M-V/def2-TZVPD) for 2 unconnected molecules or ions with the total composition C3H6BrCl3Si.

Properties
HOMO ... -9.96 eV
Orbital gap ... 10.1 eV

Geometry (Å):
Br: 0.566 2.201 0.172
Cl: 3.506 0.388 1.440
Cl: 1.734 -2.437 0.822
Cl: 2.776 -0.603 -1.685
Si: 2.130 -0.534 0.220
C: -2.100 0.463 -0.233
C: 0.460 0.267 0.283
C: -0.704 -0.234 -0.522
H: -2.494 0.967 -1.126
H: -0.364 0.049 -1.555
H: 0.129 -0.225 1.863
H: -1.839 1.275 0.468
H: -0.851 -1.335 -0.307
H: -2.949 -0.241 0.162


Order of stability, best first: #P, #Q


#P
Density functional theory data (wB97M-V/def2-TZVPD) for 8 unconnected molecules or ions with the total composition C8H32O8.

Properties
HOMO ... -9.65 eV
Orbital gap ... 10.0 eV

Geometry (Å):
O: -4.049 -1.304 2.404
O: -0.352 -0.679 -0.744
O: 0.698 0.301 3.441
O: -0.623 -0.010 -5.159
O: 2.094 2.404 2.186
O: -1.461 1.727 -0.427
O: -0.523 -3.896 -1.688
O: 3.584 -1.686 -4.009
C: -0.694 2.847 -0.531
C: -1.876 -3.926 -1.206
C: 0.573 -0.876 0.273
C: 0.143 0.892 4.587
C: 2.843 3.072 3.164
C: -2.867 -0.697 1.907
C: 2.822 -1.090 -2.918
C: -0.879 0.783 -4.015
H: 3.650 3.649 2.713
H: 0.030 2.892 0.283
H: 2.250 3.796 3.723
H: -0.462 -1.567 -1.090
H: 3.815 -1.006 -4.646
H: 1.458 1.783 2.548
H: -0.596 0.505 -5.969
H: -0.897 0.606 4.741
H: -1.988 -0.884 2.525
H: 0.371 -1.784 0.842
H: 2.082 -0.479 -3.434
H: -0.191 2.950 -1.492
H: -1.287 3.758 -0.459
H: -1.002 0.267 -3.063
H: 3.366 2.354 3.796
H: -0.909 0.942 -0.396
H: 0.162 1.982 4.600
H: -2.618 -1.274 1.016
H: 3.448 -0.525 -2.228
H: -2.542 -4.484 -1.864
H: -1.749 1.434 -4.097
H: 0.618 -0.050 0.983
H: 1.581 -0.910 -0.142
H: -2.312 -2.928 -1.257
H: -2.930 0.331 1.551
H: 2.337 -1.850 -2.306
H: 0.617 0.508 5.491
H: -4.157 -0.866 3.251
H: 0.728 -0.640 3.629
H: -1.877 -4.290 -0.179
H: -0.421 -3.475 -2.545
H: -0.007 1.395 -3.789


#Q
Density functional theory data (wB97M-V/def2-TZVPD) for a molecular structure, C8H32O8.

Properties
HOMO ... -7.43 eV
Orbital gap ... 7.5 eV

Geometry (Å):
O: -0.099 2.562 -0.643
O: -2.732 1.865 -2.798
O: 3.223 -1.174 0.810
O: -2.286 2.287 1.679
O: 0.068 -0.595 1.672
O: 1.912 -3.430 -0.859
O: 0.158 0.866 0.423
O: 3.271 0.629 1.371
C: 0.270 0.085 -0.770
C: -0.979 -1.534 1.193
C: 0.917 -2.926 -1.834
C: 3.165 -1.342 -0.579
C: -1.977 0.786 -2.401
C: 2.016 0.225 1.930
C: -2.266 0.881 1.947
C: -1.442 2.996 -0.625
H: -0.698 -0.217 -1.170
H: -1.895 -1.053 1.535
H: -0.031 -3.435 -1.659
H: -2.442 0.766 3.016
H: 1.183 0.861 1.631
H: 0.782 -0.835 -0.490
H: -1.471 4.061 -0.399
H: -3.669 1.669 -2.732
H: -3.192 0.667 1.412
H: -0.858 -2.459 1.757
H: -0.023 1.668 -0.302
H: 0.256 -0.753 2.600
H: -2.902 2.641 2.325
H: 1.779 -0.818 1.717
H: -1.914 2.944 -1.607
H: 1.513 -4.134 -0.344
H: 0.856 0.687 -1.466
H: 1.198 -3.047 -2.880
H: 3.409 -2.397 -0.708
H: 2.034 0.302 3.017
H: 3.147 1.527 1.053
H: -1.057 -1.754 0.128
H: 3.026 -0.264 1.044
H: -1.611 0.956 -1.388
H: 0.734 -1.861 -1.699
H: 2.167 -1.127 -0.961
H: -2.558 -0.114 -2.601
H: -2.035 2.474 0.126
H: -1.401 0.364 1.530
H: 3.843 -0.647 -1.073
H: -1.102 0.763 -3.050
H: -0.289 0.383 1.123


Order of stability, best first: #P, #Q


#P
Density functional theory data (wB97M-V/def2-TZVPD) for FH2O2P in the gas phase.

Properties
HOMO ... -10.39 eV
Orbital gap ... 11.2 eV

Geometry (Å):
P: 1.031 -0.536 0.612
F: -0.023 -1.481 1.373
O: 0.951 -1.381 -0.748
O: -0.221 0.990 0.300
H: -0.427 1.237 1.200
H: 0.394 -2.146 -0.752


#Q
Density functional theory data (wB97M-V/def2-TZVPD) for FH2O2P in the gas phase.

Properties
HOMO ... -9.97 eV
Orbital gap ... 10.1 eV

Geometry (Å):
P: -0.525 0.228 -0.662
F: -0.701 -1.937 1.151
O: 0.592 1.311 -0.473
O: 0.047 -0.775 0.992
H: 0.411 1.814 0.328
H: 0.176 -0.640 -1.336


Order of stability, best first: #P, #Q


#P
Density functional theory data (wB97M-V/def2-TZVPD) for a molecular structure, C7H11N2.

Properties
HOMO ... -12.17 eV
Charge ... +1
Orbital gap ... 8.7 eV

Geometry (Å):
N: 1.261 1.891 -0.079
N: -2.628 -0.898 -0.240
C: -2.882 0.388 -0.043
C: 1.301 0.439 0.355
C: 2.345 -1.788 0.319
C: -1.684 0.983 0.159
C: -0.662 0.057 0.092
C: -1.298 -1.090 -0.253
C: 1.980 -0.681 -0.335
H: 0.258 2.021 0.306
H: -3.382 -1.537 -0.378
H: -0.759 -2.084 -0.241
H: 2.100 -1.675 1.378
H: 2.253 -0.629 -1.387
H: -1.533 2.083 -0.072
H: -3.946 0.755 0.054
H: 1.239 1.694 -1.090
H: 1.283 0.197 1.393
H: 2.772 -2.644 -0.122
H: 1.983 2.520 0.183


#Q
Density functional theory data (wB97M-V/def2-TZVPD) for a gas-phase ion, C7H11N2 (charge +1).

Properties
HOMO ... -14.09 eV
Charge ... +1
Orbital gap ... 8.4 eV

Geometry (Å):
N: -0.257 1.288 -0.784
N: -0.142 1.463 0.401
C: 1.162 -0.339 -1.691
C: -1.188 1.152 1.271
C: 2.548 -1.651 -0.148
C: 1.627 -0.629 -0.541
C: -1.780 -0.212 1.236
C: 0.256 0.776 -1.818
C: -2.557 0.914 0.778
H: 1.398 0.150 0.250
H: 3.446 -1.376 0.358
H: -3.166 1.419 1.471
H: -2.065 -0.629 2.262
H: -1.480 -0.897 0.587
H: -2.697 1.134 -0.193
H: -0.206 1.383 -2.662
H: 1.891 -2.265 0.447
H: 2.888 -2.276 -0.965
H: -1.003 1.649 2.201
H: 1.323 -1.053 -2.459


#R
Density functional theory data (wB97M-V/def2-TZVPD) for a gas-phase ion, C7H11N2 (charge +1).

Properties
HOMO ... -13.87 eV
Charge ... +1
Orbital gap ... 10.5 eV

Geometry (Å):
N: 0.319 -0.345 0.139
N: -1.810 -0.043 0.024
C: 2.192 1.026 -0.830
C: 1.737 -0.013 0.259
C: -3.061 0.677 0.196
C: 2.588 -0.760 1.004
C: -0.691 0.549 0.412
C: -0.204 -1.503 -0.365
C: -1.602 -1.267 -0.412
H: 2.219 0.484 -1.731
H: -3.025 1.417 1.009
H: -0.438 1.555 0.440
H: 3.214 1.396 -0.712
H: 3.651 -0.462 1.028
H: -2.384 -1.989 -0.579
H: 2.325 -1.333 1.845
H: 0.488 -2.296 -0.533
H: -3.736 -0.132 0.563
H: -3.368 1.107 -0.795
H: 1.585 1.933 -0.963


Order of stability, best first: #R, #P, #Q